No. 1
{
  "formula": "C25H25BCl3NO",
  "method": "ωB97M-V with the def2-TZVPD basis set",
  "elements": ["Cl", "B", "Cl", "Cl", "O", "C", "C", "C", "C", "C", "C", "C", "H", "H", "H", "H", "H", "H", "C", "C", "C", "C", "C", "C", "C", "C", "C", "C", "C", "C", "C", "C", "C", "C", "C", "N", "C", "H", "H", "H", "H", "H", "H", "H", "H", "H", "H", "H", "H", "H", "H", "H", "H", "H", "H", "H"],
  "xyz": [[-5.7513, -1.7593, -0.1339], [-4.0398, -2.4063, 0.0970], [-3.3491, -1.8744, 1.8042], [-3.9077, -4.2440, -0.0540], [-3.2116, -1.7075, -0.9366], [-1.9302, -1.8018, -0.9883], [-1.1695, -0.9731, -1.8723], [0.2343, -1.1578, -1.9266], [1.0159, -0.3537, -2.7485], [0.4191, 0.6449, -3.5363], [-0.9680, 0.8265, -3.4794], [-1.7655, 0.0413, -2.6633], [-1.4265, -2.5513, -0.3602], [0.6677, -1.9442, -1.3060], [2.0975, -0.4938, -2.7770], [1.0363, 1.2756, -4.1818], [-1.4411, 1.5993, -4.0898], [-2.8427, 0.1919, -2.5952], [1.3773, -2.5649, 2.4938], [0.3269, -1.4549, 2.4926], [0.6870, -0.3015, 1.6108], [2.0195, -0.1579, 1.1164], [2.3247, 0.9376, 0.2532], [1.3394, 1.8501, -0.0618], [-0.0021, 1.7165, 0.3936], [-0.9721, 2.6500, -0.0739], [-2.3614, 2.5294, -0.0279], [-3.2881, 3.6035, -0.3474], [-4.6002, 3.1314, -0.2319], [-4.5412, 1.7308, 0.1246], [-3.1902, 1.3598, 0.2229], [-0.2752, 0.6499, 1.2925], [3.7030, 1.1094, -0.3039], [4.5619, -0.1446, -0.1717], [4.3924, -0.7509, 1.2095], [2.9948, -1.0488, 1.4748], [2.7731, -1.9765, 2.5701], [1.2255, -3.2300, 3.3492], [1.2933, -3.1660, 1.5796], [-0.6478, -1.8612, 2.1872], [0.1906, -1.0974, 3.5283], [1.5891, 2.6954, -0.7122], [-0.5812, 3.5355, -0.5775], [-2.9484, 4.5923, -0.6468], [-5.5159, 3.7013, -0.3852], [-5.3919, 1.0707, 0.2695], [-2.7997, 0.3725, 0.4331], [-1.2553, 0.5909, 1.7656], [3.6348, 1.4058, -1.3580], [4.2021, 1.9415, 0.2192], [4.2684, -0.8866, -0.9253], [5.6153, 0.1037, -0.3318], [4.9611, -1.6875, 1.3003], [4.7744, -0.0465, 1.9730], [2.9076, -1.4530, 3.5360], [3.5406, -2.7619, 2.5074]],
  "lumo_ev": -1.945,
  "orbital_gap_ev": 5.39
}


No. 2
{
  "formula": "C25H25BrN3O7V",
  "method": "ωB97M-V with the def2-TZVPD basis set",
  "elements": ["V", "C", "O", "C", "C", "O", "C", "C", "O", "C", "H", "H", "H", "H", "H", "H", "H", "H", "H", "H", "H", "H", "H", "H", "O", "N", "O", "C", "C", "C", "C", "C", "C", "N", "C", "C", "N", "C", "C", "C", "C", "H", "H", "H", "H", "H", "H", "H", "Br", "C", "C", "C", "C", "C", "C", "C", "O", "O", "H", "H", "H", "H"],
  "xyz": [[0.4530, 0.4896, -0.2511], [2.2573, -1.6075, -1.7735], [1.6612, -1.1788, -0.5344], [1.9094, -1.9836, 0.6206], [0.5692, -2.3433, 1.1892], [-0.2127, -1.1436, 1.3147], [-1.5529, -1.4221, 1.7826], [-2.4355, -2.1168, 0.7844], [-2.4127, -1.3747, -0.3956], [-3.1649, -1.9587, -1.4505], [2.0701, -2.6720, -1.8992], [1.7610, -1.0593, -2.5667], [3.3266, -1.4040, -1.7664], [2.4632, -2.8803, 0.3471], [2.5094, -1.4073, 1.3252], [0.0502, -3.0483, 0.5395], [0.7053, -2.7987, 2.1739], [-1.4742, -2.0262, 2.6899], [-1.9682, -0.4500, 2.0432], [-2.1251, -3.1563, 0.6098], [-3.4403, -2.1552, 1.2292], [-4.2155, -2.0672, -1.1649], [-3.0820, -1.2989, -2.3092], [-2.7632, -2.9441, -1.7056], [6.5428, 4.4138, 1.8026], [5.8305, 3.5382, 2.2261], [5.9763, 2.9652, 3.2869], [4.7116, 3.0711, 1.3520], [4.8365, 3.3319, 0.0479], [3.8403, 2.8833, -0.8873], [3.8962, 3.1778, -2.2542], [2.8791, 2.7296, -3.0571], [1.8321, 1.9891, -2.5125], [1.7591, 1.6843, -1.2115], [2.7696, 2.1435, -0.4109], [2.6457, 1.8757, 0.9969], [1.5378, 1.1731, 1.3710], [1.2920, 1.0286, 2.6663], [2.1414, 1.5358, 3.6445], [3.2927, 2.1805, 3.2797], [3.5809, 2.3611, 1.9131], [5.6978, 3.8879, -0.2982], [4.7216, 3.7531, -2.6550], [2.8680, 2.9374, -4.1183], [1.0344, 1.6121, -3.1363], [0.4013, 0.4772, 2.9272], [1.8886, 1.4007, 4.6871], [3.9705, 2.5513, 4.0310], [-0.5957, 3.9743, 1.9380], [-1.1046, 3.7179, 0.1356], [-1.4970, 4.8251, -0.6011], [-1.9146, 4.6583, -1.9143], [-1.9319, 3.3948, -2.4897], [-1.5182, 2.3003, -1.7537], [-1.1065, 2.4576, -0.4322], [-1.4296, 0.9502, -2.4064], [-2.0848, 0.6538, -3.3672], [-0.5117, 0.1399, -1.8487], [-1.4887, 5.8051, -0.1442], [-2.2295, 5.5214, -2.4865], [-2.2577, 3.2403, -3.5105], [-0.9963, 1.5596, 0.2196]],
  "lumo_ev": [-3.781, -3.837],
  "orbital_gap_ev": [6.56, 5.65],
  "charge": 1,
  "spin_multiplicity": 2,
  "s_squared": 0.776
}


No. 3
{
  "formula": "C25H25ClN2O4",
  "method": "ωB97M-V with the def2-TZVPD basis set",
  "elements": ["C", "C", "C", "C", "O", "N", "C", "C", "C", "C", "C", "O", "C", "C", "C", "C", "Cl", "C", "C", "C", "O", "C", "C", "C", "C", "C", "C", "C", "C", "C", "N", "O", "H", "H", "H", "H", "H", "H", "H", "H", "H", "H", "H", "H", "H", "H", "H", "H", "H", "H", "H", "H", "H", "H", "H", "H", "H"],
  "xyz": [[-1.5279, -0.7052, 3.0353], [-1.8001, -2.1098, 2.4909], [-3.2722, -2.5131, 2.6000], [-1.2248, -2.3837, 1.1016], [-0.3450, -3.2237, 0.9886], [-1.6982, -1.7507, -0.0018], [-2.5531, -0.5933, -0.0756], [-1.7126, 0.6520, -0.3693], [-0.7752, 0.4485, -1.5768], [-1.0265, -0.9177, -2.2466], [-1.1033, -2.1052, -1.2847], [-1.1685, 1.4585, -2.5194], [-0.3132, 1.8324, -3.4858], [-0.8034, 2.6819, -4.4800], [0.0030, 3.0729, -5.5262], [1.3149, 2.6112, -5.6069], [2.3058, 3.0952, -6.9359], [1.8232, 1.7804, -4.6330], [1.0169, 1.3975, -3.5591], [1.5679, 0.5813, -2.4795], [2.6081, -0.0318, -2.5256], [0.7077, 0.6511, -1.2056], [1.2731, -0.2101, -0.0783], [1.6285, 0.8462, 0.9399], [2.1511, 0.5595, 2.2602], [2.5050, 1.6085, 3.1125], [2.9875, 1.3436, 4.3780], [3.1214, 0.0333, 4.8129], [2.7712, -1.0119, 3.9742], [2.2900, -0.7571, 2.7032], [1.3882, 2.0283, 0.5243], [0.8615, 2.0214, -0.7279], [-2.1610, 0.0552, 2.5872], [-0.4865, -0.4296, 2.8809], [-1.7163, -0.6993, 4.1071], [-1.2327, -2.8042, 3.1226], [-3.4118, -3.5201, 2.2135], [-3.9341, -1.8445, 2.0562], [-3.5708, -2.5041, 3.6461], [-3.0987, -0.4534, 0.8519], [-3.2828, -0.7552, -0.8753], [-1.1321, 0.9177, 0.5142], [-2.3673, 1.4931, -0.5999], [-0.2463, -1.1141, -2.9846], [-1.9688, -0.8173, -2.7905], [-0.1123, -2.5225, -1.0902], [-1.7028, -2.8983, -1.7481], [-1.8234, 3.0239, -4.4089], [-0.3794, 3.7321, -6.2895], [2.8413, 1.4247, -4.6645], [0.5733, -0.9317, 0.3277], [2.1693, -0.7341, -0.4245], [2.3927, 2.6203, 2.7566], [3.2610, 2.1593, 5.0308], [3.4982, -0.1719, 5.8039], [2.8728, -2.0330, 4.3101], [2.0173, -1.5831, 2.0637]],
  "lumo_ev": -0.127,
  "orbital_gap_ev": 8.57,
  "smiles": "CC(C)C(=O)N1CCC2(CC1)Oc1ccc(Cl)cc1C(=O)[C@]21CC(c2ccccc2)=NO1"
}


No. 4
{
  "formula": "C25H25ClN2O5PRhS4",
  "method": "ωB97M-V with the def2-TZVPD basis set",
  "elements": ["Rh", "Cl", "C", "C", "C", "C", "O", "C", "C", "N", "C", "C", "C", "C", "C", "C", "C", "C", "N", "C", "C", "H", "H", "H", "H", "H", "H", "H", "H", "H", "H", "O", "C", "S", "C", "C", "S", "S", "S", "C", "C", "O", "P", "O", "C", "C", "O", "C", "C", "H", "H", "H", "H", "H", "H", "H", "H", "H", "H", "H", "H", "H", "H", "H"],
  "xyz": [[-0.0031, 0.0421, 0.4003], [-5.0326, -1.6954, -4.5830], [-4.0929, -1.1438, -3.2510], [-4.6825, -0.3257, -2.2837], [-3.9260, 0.0812, -1.2110], [-2.5625, -0.2737, -1.0589], [-1.9508, 0.1063, 0.0028], [-1.9486, -1.0565, -2.1123], [-0.5664, -1.3509, -2.1575], [0.3723, -0.8161, -1.3887], [1.7056, -1.0665, -1.5584], [2.2963, -1.7778, -2.6204], [3.6621, -1.9917, -2.6524], [4.4959, -1.5050, -1.6619], [3.9633, -0.7611, -0.5953], [4.7476, -0.2023, 0.4344], [4.1379, 0.5495, 1.4145], [2.7625, 0.7157, 1.3937], [1.9895, 0.1694, 0.4525], [2.5624, -0.5371, -0.5481], [-2.7650, -1.5029, -3.1656], [-5.7113, -0.0168, -2.3846], [-4.3638, 0.6920, -0.4371], [-0.2615, -2.0341, -2.9429], [1.6959, -2.1553, -3.4324], [4.0867, -2.5455, -3.4791], [5.5625, -1.6671, -1.7064], [5.8147, -0.3563, 0.4303], [4.7173, 1.0078, 2.2004], [2.2648, 1.3067, 2.1486], [-2.3322, -2.1064, -3.9484], [-3.0191, 5.3682, 3.7825], [-2.3929, 4.5271, 3.2173], [-1.7989, 4.6876, 1.5535], [-1.0130, 3.1208, 1.4262], [-1.1002, 2.3069, 2.5417], [-0.4242, 0.7569, 2.6775], [-1.9462, 2.9654, 3.9317], [-0.1720, 2.7511, 0.0077], [-0.8899, -5.6152, 2.7448], [-1.2158, -4.2280, 2.2075], [-0.1144, -3.3967, 2.5250], [0.4860, -2.2487, 1.5128], [1.8695, -2.0842, 2.3121], [1.9123, -1.6716, 3.6769], [3.1928, -2.2063, 4.2948], [0.9897, -3.0729, 0.2388], [1.9395, -4.1377, 0.3090], [1.5260, -5.2333, -0.6589], [-1.7272, -6.2947, 2.6106], [-0.6558, -5.5369, 3.8038], [-0.0198, -6.0172, 2.2319], [-2.1147, -3.8290, 2.6883], [-1.3788, -4.2500, 1.1239], [1.0343, -2.0503, 4.2031], [1.9013, -0.5789, 3.7156], [3.1840, -3.2934, 4.3231], [3.2953, -1.8252, 5.3078], [4.0415, -1.8787, 3.6997], [1.9896, -4.5218, 1.3318], [2.9162, -3.7290, 0.0340], [0.4786, -5.4761, -0.5092], [2.1295, -6.1197, -0.4874], [1.6574, -4.9086, -1.6861]],
  "lumo_ev": -1.459,
  "orbital_gap_ev": 4.80
}